Computed, not measured: C38H40Ge2LiN3O3S as an isolated structure in a non-equilibrium geometry, with wB97M-V/def2-TZVPD.

Last column: Löwdin charge in e.
CARTESIAN COORDINATES (ANGSTROEM)
Li 0.5223 0.3848 -0.0828  0.370
O 2.5903 6.9126 -1.3450  0.082
N 1.4295 6.6923 -1.6218  -0.340
O 0.7142 7.4872 -2.1969  0.083
C 0.8527 5.4097 -1.2785  -0.066
C -0.3902 5.1613 -1.7897  0.084
C -1.0158 3.9050 -1.6245  -0.120
C -2.2448 3.5852 -2.2280  0.019
C -2.7364 2.3104 -2.0953  -0.012
C -2.0101 1.3890 -1.3346  -0.109
N -0.8806 1.6725 -0.7333  0.052
C -0.3620 2.8953 -0.8808  -0.159
C 0.9329 3.1541 -0.3234  -0.159
N 1.5305 2.1364 0.3054  0.063
C 2.7473 2.2959 0.7654  -0.117
C 3.4298 3.5089 0.6888  -0.010
C 2.8344 4.5770 0.0589  0.024
C 1.5590 4.4162 -0.5133  -0.046
H -0.8881 5.9318 -2.3645  0.134
H -2.7656 4.3351 -2.8034  0.124
H -3.6583 2.0112 -2.5682  0.115
H -2.3626 0.3756 -1.2268  0.112
H 3.2099 1.4252 1.2052  0.117
H 4.4186 3.6030 1.1062  0.114
H 3.3566 5.5161 -0.0247  0.106
C -3.7764 1.4056 1.7043  -0.181
C -2.6445 2.3948 1.9031  -0.352
Ge -0.9495 1.4588 2.4808  0.878
C 0.3085 2.8729 3.1824  -0.350
C 1.4327 2.2434 3.9812  -0.181
C -1.5022 0.4669 4.1101  -0.231
C -1.2232 -0.8311 3.9256  -0.356
Ge -0.3960 -0.9360 2.1059  0.925
C 1.5868 -1.3437 2.0236  -0.353
C 2.0188 -2.7185 2.5070  -0.168
C -1.4433 -1.8354 0.6226  -0.352
C -1.6444 -3.3353 0.7570  -0.169
C -1.4440 -1.9495 4.8219  -0.244
C -2.0197 -1.8056 6.0861  -0.030
C -2.2066 -2.9069 6.8984  -0.083
C -1.8250 -4.1686 6.4681  -0.090
C -1.2540 -4.3274 5.2157  -0.074
C -1.0674 -3.2260 4.4058  -0.061
H -4.7116 1.9099 1.4562  0.070
H -3.9323 0.8221 2.6109  0.063
H -3.5370 0.7138 0.8977  0.037
H -2.9017 3.0882 2.7034  0.063
H -2.4919 2.9865 1.0016  0.035
H -0.2816 3.5242 3.8259  0.063
H 0.7080 3.4907 2.3810  0.033
H 1.0276 1.6041 4.7655  0.063
H 2.0681 2.9970 4.4484  0.071
H 2.0552 1.6265 3.3349  0.034
H -1.9567 0.8376 5.0206  0.059
H 2.0868 -0.5885 2.6309  0.040
H 1.8914 -1.2030 0.9835  0.019
H 1.7414 -2.8649 3.5500  0.061
H 3.1004 -2.8258 2.4246  0.071
H 1.5663 -3.5054 1.9077  0.062
H -0.9159 -1.6113 -0.3072  0.015
H -2.4215 -1.3540 0.5910  0.041
H -0.6899 -3.8567 0.7813  0.062
H -2.2078 -3.7210 -0.0928  0.071
H -2.1997 -3.5671 1.6646  0.060
H -2.3191 -0.8252 6.4289  0.104
H -2.6538 -2.7866 7.8761  0.103
H -1.9739 -5.0231 7.1114  0.100
H -0.9561 -5.3089 4.8740  0.106
H -0.6204 -3.3393 3.4255  0.072
C 1.0091 -3.0904 -9.9538  -0.084
C 0.8861 -3.0547 -8.4598  -0.755
O 0.1504 -2.3573 -7.8201  0.037
S 2.0548 -4.1589 -7.6814  0.999
C 1.9315 -3.5582 -6.0067  -0.543
C 0.7900 -3.8004 -5.2620  -0.101
C 0.6319 -3.1798 -4.0398  -0.029
C 1.6135 -2.3066 -3.5600  -0.276
C 2.7997 -2.1550 -4.2856  -0.034
C 2.9582 -2.7718 -5.5063  -0.102
C 1.3925 -1.5028 -2.4143  -0.226
C 1.2018 -0.6786 -1.5386  -0.118
H 0.0370 -2.9549 -10.4240  0.086
H 1.4733 -4.0150 -10.2832  0.060
H 1.6499 -2.2602 -10.2533  0.091
H 0.0207 -4.4463 -5.6569  0.109
H -0.2686 -3.3400 -3.4650  0.110
H 3.5735 -1.5130 -3.8924  0.113
H 3.8563 -2.6262 -6.0863  0.100

Force components x, y, z for each atom (eV/Å):
0.1 0.4 0.1
0.2 0.0 0.0
0.0 0.7 -0.2
0.0 0.2 0.0
-1.1 -0.9 -0.2
0.7 0.5 0.1
0.1 -0.7 0.4
0.1 -0.2 0.1
0.0 0.3 0.0
-0.2 0.0 -0.1
0.1 -0.3 0.0
-0.5 0.7 -0.6
0.5 0.9 -0.2
0.1 -0.4 0.0
0.1 0.0 0.0
-0.2 0.2 -0.1
0.3 -0.2 0.2
0.0 -0.3 0.2
0.1 0.0 0.0
-0.1 0.1 -0.1
-0.1 0.0 0.0
-0.1 -0.2 0.0
0.1 -0.1 0.1
0.1 0.0 0.1
-0.1 -0.1 0.0
0.0 0.0 0.0
0.6 -0.3 -0.1
-0.6 0.9 1.0
-0.2 -0.4 -0.4
0.0 0.0 0.0
0.1 0.1 -0.4
0.4 0.3 -0.9
0.0 -0.2 -0.1
-0.6 0.3 0.0
-0.1 0.0 0.0
0.3 0.4 0.5
0.1 0.0 0.1
-0.1 -0.6 0.3
0.0 0.0 -0.1
-0.1 0.0 0.1
0.0 -0.1 0.0
0.0 -0.2 0.1
0.0 0.2 0.0
-0.1 0.0 0.0
-0.1 -0.1 0.0
-0.1 -0.1 0.0
0.2 0.1 0.1
0.1 0.1 0.0
-0.2 0.0 0.0
0.0 0.1 -0.1
0.1 -0.1 0.1
0.1 0.0 0.0
0.1 -0.1 0.1
-0.1 0.1 0.2
-0.1 0.2 0.0
0.0 0.0 -0.1
0.0 -0.1 0.0
0.0 0.0 0.0
0.0 -0.2 0.0
0.0 0.0 0.0
0.0 0.2 0.0
0.1 -0.1 0.0
0.0 -0.1 0.0
0.0 -0.1 0.0
0.0 0.0 0.0
0.0 0.0 0.0
0.0 -0.1 0.0
0.0 0.0 0.0
0.0 -0.1 0.0
-0.2 0.1 -0.2
0.2 0.0 0.4
-0.2 0.2 -0.4
0.2 -0.1 0.4
0.1 -0.3 -0.6
0.0 0.0 0.0
0.1 0.0 0.0
0.0 -0.1 -0.3
0.0 0.0 0.1
-0.1 -0.1 0.0
0.0 -0.1 -0.1
0.0 0.1 0.5
0.0 0.0 0.0
0.0 -0.1 -0.1
0.0 0.0 0.0
-0.1 0.0 0.0
0.0 0.1 0.1
0.0 0.1 0.0
0.1 0.1 -0.1

Calculated total energy = -6421.4269 a.u.
Energy above the lowest of the compared OMol25 structures with the same formula, charge and spin = 0.384 eV
Lowest unoccupied orbital energy = -1.55 eV
HOMO-LUMO gap = 5.76 eV
E_HOMO = -0.2689 Ha